Run a
Density functional theory data (ωB97M-V/def2-TZVPD) for a 2-piece molecular cluster, C6H12O overall.

Properties
HOMO-LUMO gap (spin up / spin down)   8.01 / 5.87 eV
Multiplicity   2
Charge   +1
E_HOMO (spin up / spin down)   -13.52 / -13.52 eV
Expectation value of S²   0.78

Last columns: bonded neighbours and bond lengths (Å).
Cartesian coordinates (Å):
1 C 1.70096 1.13609 2.80055  C2 1.506, H7 1.090, H8 1.091, H9 1.096
2 C 0.33348 1.72978 2.58544  C1 1.506, C3 1.483, H10 1.097, H11 1.107
3 C -0.31015 0.96846 1.48714  C2 1.483, C4 1.382, H12 1.098
4 C 0.03470 0.71704 0.17231  C3 1.382, C5 1.409, H13 1.099
5 C -0.79256 0.69196 -0.96808  C4 1.409, C6 1.364, H14 1.084
6 C -0.29384 0.35356 -2.19221  C5 1.364, H15 1.091, H16 1.085
7 H 1.69598 0.04681 2.84705  C1 1.090
8 H 2.28012 1.58314 3.61030  C1 1.091
9 H 2.26580 1.39360 1.89737  C1 1.096
10 H 0.41695 2.80397 2.37725  C2 1.097
11 H -0.24789 1.85814 3.51824  C2 1.107
12 H -1.30829 0.56153 1.69525  C3 1.098
13 H 1.08776 0.64208 -0.13392  C4 1.099
14 H -1.83616 0.98491 -0.95989  C5 1.084
15 H 0.78421 0.22629 -2.29757  C6 1.091
16 H -0.89877 0.28692 -3.09018  C6 1.085
17 H -1.46089 -6.05419 -4.26767  O19 0.944
18 H -1.46505 -4.66002 -4.79735  O19 0.953
19 O -1.98638 -5.27007 -4.28403  H17 0.944, H18 0.953


Run b
Density functional theory data (ωB97M-V/def2-TZVPD) for an isolated ion of composition C6H12O and charge +1.

Properties
HOMO-LUMO gap (spin up / spin down)   10.23 / 7.35 eV
Multiplicity   2
Charge   +1
E_HOMO (spin up / spin down)   -15.37 / -15.57 eV
Expectation value of S²   0.75

Last columns: bonded neighbours and bond lengths (Å).
Cartesian coordinates (Å):
1 C -2.35538 -0.21157 -1.20504  C2 1.541, H8 1.086, H9 1.085, H10 1.091
2 C -1.57454 1.10932 -1.05898  C1 1.541, C3 1.542, H11 1.086, H12 1.093
3 C -0.04487 0.96915 -0.92937  C2 1.542, C7 1.459, H13 1.118, H14 1.102
4 C 2.08584 -0.74470 1.81184  O5 1.401, C6 1.504, H15 1.096, H16 1.091
5 O 1.92299 -2.13290 1.72287  C4 1.401, H17 0.966
6 C 1.74553 -0.04610 0.52448  C4 1.504, C7 1.397, H18 1.087
7 C 0.45990 -0.05722 -0.02310  C3 1.459, C6 1.397, H19 1.090
8 H -2.38510 -0.51685 -2.24682  C1 1.086
9 H -3.37084 -0.15238 -0.82744  C1 1.085
10 H -1.85773 -0.98340 -0.61667  C1 1.091
11 H -1.84584 1.74865 -1.89360  C2 1.086
12 H -1.80991 1.65959 -0.14458  C2 1.093
13 H 0.38411 1.82202 -0.34812  C3 1.118
14 H 0.52851 0.95244 -1.87067  C3 1.102
15 H 1.58110 -0.22493 2.63456  C4 1.096
16 H 3.14293 -0.55221 2.00355  C4 1.091
17 H 1.07177 -2.34886 2.12481  O5 0.966
18 H 2.51589 0.60284 0.11676  C6 1.087
19 H -0.19435 -0.89290 0.22553  C7 1.090


Run c
Density functional theory data (ωB97M-V/def2-TZVPD) for an isolated ion of composition C6H12O and charge +1.

Properties
HOMO-LUMO gap (spin up / spin down)   8.97 / 5.02 eV
Multiplicity   2
Charge   +1
E_HOMO (spin up / spin down)   -14.06 / -14.04 eV
Expectation value of S²   0.75

Last columns: bonded neighbours and bond lengths (Å).
Cartesian coordinates (Å):
1 C 1.50792 1.33200 -0.53994  O2 1.391, C3 1.559, H8 1.132, H9 1.096
2 O 1.14277 2.09248 -1.64591  C1 1.391, H10 0.912
3 C 1.04067 -0.15171 -0.63786  C1 1.559, C4 1.481, H11 1.020, H12 1.056
4 C -0.38678 -0.24076 -1.02352  C3 1.481, C5 1.609, H13 1.118, H14 1.109
5 C -1.31088 0.01824 0.26809  C4 1.609, C7 1.483, H15 1.099, H16 1.089
6 C -0.48703 -1.69637 1.90212  C7 1.347, H17 1.105, H18 1.079
7 C -1.46206 -1.17852 1.13109  C5 1.483, C6 1.347, H19 1.024
8 H 0.86928 1.58676 0.35964  C1 1.132
9 H 2.59662 1.37246 -0.41734  C1 1.096
10 H 0.57646 2.76720 -1.41100  O2 0.912
11 H 1.01202 -0.38169 0.35529  C3 1.020
12 H 1.84160 -0.56644 -1.18681  C3 1.056
13 H -0.82466 -1.07735 -1.62300  C4 1.118
14 H -0.47917 0.59888 -1.74218  C4 1.109
15 H -2.29949 0.19258 -0.17961  C5 1.099
16 H -0.83101 0.71514 0.95443  C5 1.089
17 H 0.57355 -1.42430 1.75435  C6 1.105
18 H -0.68522 -2.38799 2.70661  C6 1.079
19 H -2.39458 -1.57063 0.97555  C7 1.024


Most stable pick: run a. Distance to second place: 11.0 kJ/mol.


Run a
Density functional theory data (ωB97M-V/def2-TZVPD) for a 2-piece molecular cluster, C3H8N3O2 overall.

Properties
HOMO-LUMO gap (spin up / spin down)   7.35 / 8.07 eV
Multiplicity   1
Charge   +1
E_HOMO (spin up / spin down)   -13.14 / -13.72 eV

Last columns: bonded neighbours and bond lengths (Å).
Cartesian coordinates (Å):
1 C 1.53935 -1.01530 -0.17761  C2 1.336, N5 1.387, H9 1.037
2 C 0.24386 -0.96136 0.14628  C1 1.336, N4 1.253
3 C -2.12491 0.96694 -0.60234  N6 1.451, H10 1.041, H11 1.079, H12 1.109
4 N -0.62999 -1.82384 0.39760  C2 1.253, H13 1.052, H14 0.983
5 N 2.28467 0.14869 -0.06474  C1 1.387, O7 1.369, O8 1.198
6 N -0.82015 1.23968 -0.03036  C3 1.451, H16 1.111
7 O 1.76137 1.12141 0.74371  N5 1.369, H15 0.979
8 O 3.38362 0.30720 -0.51459  N5 1.198
9 H 2.07353 -1.82708 -0.53854  C1 1.037
10 H -2.78490 0.58136 0.10431  C3 1.041
11 H -2.44488 1.91967 -0.99451  C3 1.079
12 H -1.91580 0.34749 -1.49806  C3 1.109
13 H -0.38264 -2.64105 1.01232  N4 1.052
14 H -1.59635 -1.70692 0.25770  N4 0.983
15 H 2.48638 1.77872 0.75714  O7 0.979
16 H -1.07315 1.56439 1.00169  N6 1.111


Run b
Density functional theory data (ωB97M-V/def2-TZVPD) for an isolated ion of composition C3H8N3O2 and charge +1.

Properties
SMILES string   CN/C(N)=C\[N+](=O)O
HOMO-LUMO gap (spin up / spin down)   8.66 / 8.66 eV
Multiplicity   1
Charge   +1
E_HOMO (spin up / spin down)   -13.97 / -13.97 eV

Last columns: bonded neighbours and bond lengths (Å).
Cartesian coordinates (Å):
1 C 0.92233 -1.66453 0.36308  N2 1.425, H9 1.013, H10 1.051, H11 1.066
2 N 1.19980 -0.41078 -0.25371  C1 1.425, C3 1.558, H12 0.989
3 C 0.39266 0.89514 0.00977  N2 1.558, N4 1.350, C5 1.415
4 N 1.12578 2.00190 -0.23405  C3 1.350, H13 1.081, H14 1.008
5 C -0.99685 0.96160 0.26977  C3 1.415, N6 1.358, H15 1.111
6 N -1.91882 0.03368 -0.09358  C5 1.358, O7 1.217, O8 1.318
7 O -3.07215 0.25284 0.22527  N6 1.217
8 O -1.64798 -1.00971 -0.85143  N6 1.318, H16 0.993
9 H 0.54871 -2.32078 -0.31272  C1 1.013
10 H 1.77572 -2.15967 0.72637  C1 1.051
11 H 0.33627 -1.57848 1.24983  C1 1.066
12 H 2.06670 -0.09802 -0.61125  N2 0.989
13 H 0.75923 2.99119 -0.46767  N4 1.081
14 H 2.10132 1.93582 0.01010  N4 1.008
15 H -1.14215 1.70305 1.08364  C5 1.111
16 H -2.45056 -1.53324 -1.11340  O8 0.993


Most stable pick: run b. Distance to second place: 315.3 kJ/mol.


Run a
Density functional theory data (ωB97M-V/def2-TZVPD) for a 2-piece molecular cluster, C5H10N2O2 overall.

Properties
SMILES string   CC1=NCCC1.O=NO
HOMO-LUMO gap   10.68 eV
Multiplicity   1
E_HOMO   -9.88 eV

Last columns: bonded neighbours and bond lengths (Å).
Cartesian coordinates (Å):
1 C -1.89088 0.34146 -0.77279  C2 1.482, H7 1.090, H8 1.086, H9 1.088
2 C -0.57646 -0.07827 -0.23169  C1 1.482, N3 1.267, C6 1.510
3 N -0.43034 -0.78193 0.81183  C2 1.267, C4 1.446
4 C 0.97103 -1.00704 1.08759  N3 1.446, C5 1.546, H10 1.092, H11 1.094
5 C 1.75631 -0.46102 -0.12724  C4 1.546, C6 1.532, H12 1.089, H13 1.086
6 C 0.71392 0.39053 -0.85965  C2 1.510, C5 1.532, H14 1.094, H15 1.088
7 H -1.97826 1.42577 -0.70223  C1 1.090
8 H -2.70477 -0.11831 -0.22055  C1 1.086
9 H -1.96566 0.06923 -1.82363  C1 1.088
10 H 1.13232 -2.07487 1.25118  C4 1.092
11 H 1.22286 -0.48588 2.01572  C4 1.094
12 H 2.08696 -1.28409 -0.75870  C5 1.089
13 H 2.62917 0.11115 0.17308  C5 1.086
14 H 0.82682 1.45426 -0.62874  C6 1.094
15 H 0.73440 0.27674 -1.94179  C6 1.088
16 O -2.26451 2.75899 2.38707  N17 1.193
17 N -1.73410 1.82214 1.87330  O16 1.193, O18 1.372
18 O -1.95029 0.63368 2.52410  N17 1.372, H19 1.002
19 H -1.47005 -0.07151 1.99872  O18 1.002


Run b
Density functional theory data (ωB97M-V/def2-TZVPD) for a 2-piece molecular cluster, C5H10N2O2 overall.

Properties
SMILES string   [H]/N=C(\C)C(=O)O.C=NC
HOMO-LUMO gap   10.54 eV
Multiplicity   1
E_HOMO   -9.73 eV

Last columns: bonded neighbours and bond lengths (Å).
Cartesian coordinates (Å):
1 H 0.62618 -1.29597 -1.37551  N2 1.019
2 N 0.55737 -0.57490 -0.65902  H1 1.019, C3 1.260
3 C 1.34196 0.40190 -0.79715  N2 1.260, C4 1.491, C5 1.523
4 C 2.34568 0.63486 -1.87541  C3 1.491, H8 1.089, H9 1.088, H10 1.090
5 C 1.28676 1.47640 0.28105  C3 1.523, O6 1.204, O7 1.314
6 O 2.24568 2.16447 0.52065  C5 1.204
7 O 0.14034 1.58471 0.91481  C5 1.314, H11 1.003
8 H 2.50086 -0.25690 -2.47999  C4 1.089
9 H 3.28270 0.95783 -1.42599  C4 1.088
10 H 1.99709 1.44633 -2.51427  C4 1.090
11 H -0.52123 0.87654 0.65740  O7 1.003
12 C -2.76310 -0.71269 0.07552  N13 1.252, H15 1.080, H16 1.093
13 N -1.78043 -0.30907 0.73747  C12 1.252, C14 1.433
14 C -1.32289 -1.02753 1.89001  N13 1.433, H17 1.085, H18 1.093, H19 1.099
15 H -3.05985 -0.15358 -0.80002  C12 1.080
16 H -3.35362 -1.59790 0.32338  C12 1.093
17 H -1.06023 -0.30806 2.65821  C14 1.085
18 H -0.40928 -1.55202 1.59794  C14 1.093
19 H -2.05401 -1.75443 2.27096  C14 1.099


Run c
Density functional theory data (ωB97M-V/def2-TZVPD) for a single C5H10N2O2 molecule.

Properties
SMILES string   C[C@H]([C@@H](C)O)N1NC1=O
HOMO-LUMO gap   8.94 eV
Multiplicity   1
E_HOMO   -8.30 eV

Last columns: bonded neighbours and bond lengths (Å).
Cartesian coordinates (Å):
1 C 1.67697 -0.79520 0.67437  C2 1.515, H10 1.088, H11 1.088, H12 1.090
2 C 0.45117 0.08797 0.78372  C1 1.515, C3 1.818, N6 1.397, H13 1.098
3 C -0.93069 -0.22237 -0.35625  C2 1.818, C4 1.518, O5 1.411, H14 1.095
4 C -0.41561 -1.10260 -1.48113  C3 1.518, H15 1.089, H16 1.094, H17 1.090
5 O -1.93370 -0.84120 0.42012  C3 1.411, H18 0.965
6 N 0.82649 1.43220 0.72255  C2 1.397, N7 1.446, C8 1.629
7 N -0.15028 2.39675 1.17553  N6 1.446, C8 1.376, H19 1.024
8 C -0.11043 2.39417 -0.19966  N6 1.629, N7 1.376, O9 1.170
9 O -0.04337 2.96302 -1.21960  C8 1.170
10 H 2.26092 -0.52557 -0.20274  C1 1.088
11 H 1.40138 -1.84560 0.61474  C1 1.088
12 H 2.30266 -0.66168 1.55648  C1 1.090
13 H -0.09581 -0.13350 1.71025  C2 1.098
14 H -1.47574 0.59088 -0.84704  C3 1.095
15 H 0.32203 -0.54857 -2.05904  C4 1.089
16 H -1.24459 -1.36261 -2.14526  C4 1.094
17 H -0.00445 -2.03861 -1.10197  C4 1.090
18 H -1.81510 -1.79907 0.40417  O5 0.965
19 H -1.02185 2.01158 1.55074  N7 1.024


Most stable pick: run b. Distance to second place: 167.7 kJ/mol.